Record 1
A molecular structure, C14H9F6N2O2S, computed with the ωB97M-V functional and the def2-TZVPD basis.

Properties
Kohn-Sham gap, hartree: 0.194
Energy above the lowest of the compared OMol25 structures with the same formula, charge and spin, kcal per mole: 27.06
HOMO level, eV: -2.6
Net charge: -1
2S+1: 1

Positions of all 34 atoms, in Å:
F -1.837 -0.449 -5.695
C -1.456 0.630 -4.954
F -0.337 1.142 -5.572
F -2.444 1.578 -5.052
C -1.156 0.238 -3.533
C -0.203 0.991 -2.866
C 0.297 0.516 -1.665
C -0.120 -0.698 -1.111
C 0.830 -1.318 -0.030
C 0.428 -2.741 0.179
N 0.215 -3.885 0.218
C -1.131 -1.400 -1.770
C -1.667 -0.935 -2.980
H 0.094 1.963 -3.256
H 1.099 1.081 -1.207
H 1.805 -1.419 -0.589
H -1.488 -2.351 -1.391
H -2.493 -1.458 -3.466
F -2.281 0.027 4.864
C -1.237 0.880 4.441
F -1.745 2.143 4.399
F -0.332 0.894 5.457
S -0.790 0.157 2.854
N 0.765 1.393 2.858
C 1.959 0.519 3.144
O 2.355 0.467 4.281
C 2.295 -0.460 2.024
C 1.063 -0.469 1.169
C 0.598 1.835 1.539
O 0.134 2.858 1.103
H 3.207 -0.139 1.476
H 2.540 -1.405 2.546
H 0.884 0.699 0.832
H 0.149 -0.885 1.752


Record 2
A molecular structure, C15H10AuFN3O3S, computed with the ωB97M-V functional and the def2-TZVPD basis.

Properties
Kohn-Sham gap, hartree: 0.267
Energy above the lowest of the compared OMol25 structures with the same formula, charge and spin, kcal per mole: 0.00
HOMO level, eV: -5.7
Net charge: -1
2S+1: 1

Positions of all 34 atoms, in Å:
Au -3.862 0.086 0.209
F -3.558 -0.183 6.272
C -3.667 -0.122 4.914
C -2.512 0.118 4.189
C -2.628 0.249 2.817
C -3.867 0.141 2.198
C -5.004 -0.096 2.929
C -4.911 -0.216 4.329
H -1.537 0.205 4.663
H -1.736 0.494 2.212
H -5.939 -0.234 2.408
H -5.813 -0.372 4.946
O 5.781 2.192 -3.489
S 4.615 1.669 -4.168
O 3.402 2.473 -4.278
O 4.858 0.733 -5.286
C 4.040 0.480 -2.982
N 4.998 -0.362 -2.581
C 4.648 -1.164 -1.570
C 3.346 -1.202 -1.083
C 2.392 -0.358 -1.668
N 2.787 0.519 -2.601
C 0.952 -0.254 -1.334
C 0.162 0.662 -2.041
C -1.191 0.764 -1.755
N -1.812 -0.038 -0.856
C -1.029 -0.936 -0.183
C 0.323 -1.075 -0.402
H 5.485 -1.745 -1.212
H 3.071 -1.833 -0.246
H 0.656 1.290 -2.819
H -1.817 1.484 -2.270
H -1.523 -1.589 0.533
H 0.889 -1.781 0.204


Record 3
A molecular structure, C15H10F3IrN3OS, computed with the ωB97M-V functional and the def2-TZVPD basis.

Properties
Kohn-Sham gap (alpha / beta), hartree: 0.292 / 0.185
HOMO level (alpha / beta), eV: -14.6 / -15.2
Net charge: +2
2S+1: 6

Positions of all 34 atoms, in Å:
Ir -0.253 -0.167 -0.589
F -2.295 -3.952 -3.767
C -3.315 -3.754 -2.920
F -4.073 -4.838 -2.906
F -4.045 -2.721 -3.361
C -2.780 -3.451 -1.528
C -3.089 -4.250 -0.441
C -2.569 -3.918 0.802
C -1.750 -2.797 0.933
N -1.445 -2.024 -0.097
C -1.948 -2.335 -1.326
S -1.455 -1.231 -2.550
H -3.726 -5.116 -0.562
H -2.795 -4.525 1.668
H -1.336 -2.525 1.894
O 0.760 1.491 -1.242
C 1.514 2.448 -0.890
C 1.947 3.389 -1.874
C 2.755 4.427 -1.535
C 3.181 4.590 -0.192
C 2.783 3.701 0.787
C 1.955 2.618 0.497
C 1.542 1.693 1.516
N 0.753 0.610 1.398
C 0.647 0.052 2.629
C 1.374 0.789 3.533
N 1.919 1.799 2.821
H 1.603 3.234 -2.887
H 3.075 5.131 -2.290
H 3.824 5.419 0.070
H 3.135 3.869 1.796
H 0.067 -0.834 2.816
H 1.528 0.660 4.590
H 2.512 2.516 3.207


Record 4
A molecular structure, C15H10N3O3SeW, computed with the ωB97M-V functional and the def2-TZVPD basis.

Properties
Kohn-Sham gap (alpha / beta), hartree: 0.184 / 0.184
Energy above the lowest of the compared OMol25 structures with the same formula, charge and spin, kcal per mole: 0.00
HOMO level (alpha / beta), eV: -18.2 / -18.2
Net charge: +3
2S+1: 1

Positions of all 33 atoms, in Å:
W -0.479 -1.376 0.870
O -2.012 2.601 2.928
C -0.952 2.454 3.678
C -0.748 3.399 4.681
C 0.338 3.284 5.508
C 1.294 2.221 5.394
C 1.140 1.289 4.439
C 0.008 1.360 3.526
C -0.114 0.426 2.564
O -1.124 0.302 1.652
N 0.719 -0.757 2.385
N 1.318 -0.737 1.096
C 2.506 -1.210 0.666
C 2.554 -1.628 -0.651
C 3.820 -1.849 -1.274
C 3.894 -2.060 -2.624
C 2.716 -2.068 -3.383
C 1.448 -1.897 -2.810
C 1.364 -1.708 -1.460
O 0.117 -1.652 -0.887
H -2.134 1.915 2.256
H -1.465 4.204 4.782
H 0.480 4.026 6.284
H 2.123 2.176 6.085
H 1.832 0.464 4.344
H 3.384 -1.180 1.304
H 4.717 -1.804 -0.667
H 4.851 -2.210 -3.104
H 2.777 -2.234 -4.452
H 0.550 -1.949 -3.411
Se -1.352 -5.751 2.410
C -1.038 -4.231 1.877
N -0.813 -3.065 1.459


Record 5
A molecular structure, C15H11AsCl3N2O7PtS, computed with the ωB97M-V functional and the def2-TZVPD basis.

Properties
Kohn-Sham gap (alpha / beta), hartree: 0.223 / 0.223
HOMO level (alpha / beta), eV: -4.3 / -4.3
Net charge: -1
2S+1: 1

Positions of all 41 atoms, in Å:
Pt -0.161 0.069 -0.688
O -1.862 1.532 3.488
As -1.969 0.436 2.014
O -3.476 0.725 1.521
O -0.689 1.118 1.204
C -1.407 -1.211 2.911
C -1.292 -1.222 4.295
C -0.672 -2.288 4.927
C -0.159 -3.345 4.188
C -0.276 -3.334 2.810
C -0.901 -2.267 2.191
S -1.023 -2.321 0.418
O 0.342 -2.081 -0.086
O -1.509 -3.639 0.088
O -1.938 -1.233 0.017
H -1.102 2.083 3.295
H -1.690 -0.381 4.851
H -0.570 -2.290 6.004
H 0.329 -4.172 4.684
H 0.123 -4.122 2.193
Cl 4.615 -0.159 -6.198
C 3.838 0.074 -4.669
C 2.501 -0.257 -4.539
C 1.877 -0.067 -3.322
Cl 0.236 -0.612 -3.134
C 2.518 0.510 -2.192
O 1.947 0.788 -1.086
C 3.904 0.774 -2.396
Cl 4.804 1.366 -1.053
C 4.559 0.561 -3.589
H 1.941 -0.660 -5.368
H 5.614 0.772 -3.675
N -2.939 2.859 -0.653
C -1.888 3.717 -0.793
C -0.900 3.009 -1.405
N -1.335 1.734 -1.626
C -2.566 1.673 -1.155
H -3.788 3.010 -0.132
H -1.931 4.737 -0.472
H 0.086 3.311 -1.691
H -3.193 0.800 -1.176


Record 6
A molecular structure, C15H11Cl2EuNO3SSc, computed with the ωB97M-V functional and the def2-TZVPD basis.

Properties
Kohn-Sham gap (alpha / beta), hartree: 0.068 / 0.216
HOMO level (alpha / beta), eV: -19.9 / -19.9
Net charge: +4
2S+1: 7

Positions of all 35 atoms, in Å:
Eu -6.089 3.161 -1.040
Sc -0.661 0.096 -1.286
Cl -3.840 3.795 -0.229
Cl -2.881 -0.764 -1.372
C 0.270 -1.693 -1.911
C -6.590 1.512 1.078
C -6.236 0.352 -1.300
O 0.726 -2.682 -2.328
O -6.639 0.696 1.880
O -6.447 -0.765 -1.475
N -0.896 0.129 0.718
S 0.437 0.610 1.599
C 1.445 -0.886 1.616
C 1.410 -1.570 2.853
C 1.935 -2.859 2.913
C 2.504 -3.428 1.755
C 2.455 -2.780 0.525
C 1.944 -1.485 0.476
C 1.196 1.476 0.201
C 0.270 2.230 -0.572
C 0.620 2.469 -1.941
C 1.915 2.188 -2.407
C 2.884 1.720 -1.542
C 2.535 1.397 -0.239
H -1.518 -0.513 1.207
H 0.933 -1.111 3.727
H 1.922 -3.434 3.846
H 3.035 -4.377 1.801
H 2.894 -3.180 -0.387
H 1.908 -0.934 -0.467
H -0.718 2.587 -0.207
H -0.113 2.914 -2.636
H 2.178 2.380 -3.447
H 3.915 1.694 -1.864
H 3.298 1.054 0.454